{"formula": "C4H6F3LiO4PS", "method": "the ωB97M-V functional and the def2-TZVPD basis", "charge": 1, "total_energy_ha": -1503.342292, "largest_force_ev_per_a": 0.65, "homo_ev": -13.235, "homo_lumo_gap_ha": 0.2956, "elements": ["O", "H", "P", "C", "H", "C", "S", "O", "H", "O", "C", "H", "Li", "F", "O", "H", "F", "H", "F", "C"], "coordinates": [[0.227, 1.060, 1.622], [0.608, 2.660, 0.311], [-1.356, -0.475, -0.256], [0.524, 1.567, 0.293], [1.506, 1.169, 0.054], [-0.556, 1.124, -0.698], [-0.159, -2.210, -0.823], [-0.956, -2.982, -1.732], [-1.444, 1.039, 2.751], [-0.444, 2.763, 2.968], [-0.576, 1.696, 2.472], [-2.307, -0.580, -1.281], [-0.575, -0.370, 4.054], [1.672, -0.455, -1.695], [0.311, -2.750, 0.426], [-0.167, 1.200, -1.717], [2.423, -2.432, -1.270], [-1.405, 1.824, -0.648], [1.256, -2.083, -3.046], [1.416, -1.766, -1.785]]}